Entry from the Open Molecules 2025 dataset: a cluster of 2 separate species, C7H17NO in total at a distorted geometry (ωB97M-V/def2-TZVPD).

```
! wB97M-V def2-TZVPD RIJCOSX def2/J DEFGRID3
* xyz 0 1
C -0.353 2.562 -2.877
C -0.926 3.573 -1.869
H 0.342 2.953 -3.622
H 0.246 1.840 -2.314
H -1.235 2.047 -3.335
H -0.142 4.209 -1.372
H -1.311 3.104 -0.930
H -1.673 4.164 -2.448
C -0.483 -2.036 1.327
C -0.220 -3.087 2.415
C 1.882 -1.321 0.920
C -1.237 0.130 -0.445
C 0.154 0.034 0.114
O 0.973 0.873 -0.206
N 0.488 -0.979 1.042
H -0.437 -2.543 0.252
H -1.567 -1.791 1.364
H -1.091 -3.133 2.997
H 0.410 -2.621 3.124
H 2.178 -1.913 1.740
H -1.410 -0.748 -1.067
H 0.432 -3.897 2.079
H 2.122 -1.915 -0.018
H 2.517 -0.423 1.011
H -1.876 0.580 0.304
H -1.119 0.795 -1.285
*
```

Values from the calculation:
orbital gap: 0.3582 Eh
E: -11070.6155 eV
SMILES: CCN(C)C(C)=O.CC
LUMO level: 0.80 eV
energy relative to the best compared isomer or geometry (same formula, charge and spin): 243.4 kJ/mol
highest occupied orbital energy: -0.32887 Eh